76
Properties=species:S:1:pos:R:3 method="wB97M-V/def2-TZVPD" s2=0.92 mol_weight_da=874.42 spin_multiplicity=2 gap_ev="3.8 / 3.8" e_above_lowest_kcal_mol=106.61 homo_ev="-11.9 / -11.9" total_energy_ha=-3480.9266 charge=+2
Ir 0.94 -1.25 -0.65
C -2.67 -3.46 0.76
C -2.89 -4.35 -0.27
C -1.89 -4.57 -1.20
C -0.70 -3.84 -1.10
N -0.52 -2.95 -0.12
C -1.46 -2.78 0.80
C 0.43 -4.00 -2.02
C 0.55 -5.02 -2.96
C 1.71 -5.11 -3.72
C 2.73 -4.20 -3.50
C 2.55 -3.19 -2.56
N 1.41 -3.10 -1.87
C 3.56 -2.19 -2.19
C 4.80 -2.09 -2.82
C 5.72 -1.16 -2.36
C 5.41 -0.42 -1.24
C 4.16 -0.58 -0.66
N 3.24 -1.41 -1.15
H -3.40 -3.28 1.53
H -3.83 -4.88 -0.36
H -2.02 -5.28 -2.00
H -1.24 -2.08 1.59
H -0.23 -5.75 -3.10
H 1.82 -5.89 -4.46
H 3.66 -4.29 -4.05
H 5.04 -2.73 -3.66
H 6.67 -1.05 -2.86
H 6.12 0.27 -0.82
H 3.89 -0.04 0.23
S 2.84 1.61 2.97
P 1.46 1.68 1.49
S 0.83 -0.28 1.63
C 2.32 2.16 -0.05
C 3.24 3.20 0.10
C 3.94 3.65 -0.99
C 3.72 3.10 -2.25
C 2.79 2.08 -2.40
C 2.08 1.62 -1.30
C 0.34 3.07 1.82
C -0.04 3.39 3.12
C -0.76 4.54 3.35
C -1.09 5.38 2.30
C -0.73 5.05 1.00
C -0.02 3.90 0.76
H 3.39 3.64 1.08
H 4.67 4.44 -0.87
H 4.26 3.46 -3.10
H 2.61 1.66 -3.37
H 1.31 0.85 -1.44
H 0.25 2.74 3.94
H -1.06 4.81 4.36
H -1.62 6.30 2.49
H -0.98 5.71 0.18
H 0.27 3.63 -0.25
C -3.06 2.14 2.03
C -3.86 0.90 2.26
C -4.29 0.65 3.55
C -5.05 -0.46 3.89
Cl -5.51 -0.72 5.51
C -5.44 -1.37 2.89
C -5.02 -1.15 1.61
C -4.20 -0.05 1.26
O -3.86 -0.10 -0.04
C -3.09 0.83 -0.76
C -1.55 0.51 -0.67
O -0.85 1.26 0.00
O -1.16 -0.49 -1.31
H -2.83 2.60 2.99
H -3.61 2.88 1.44
H -2.12 1.92 1.52
H -4.02 1.35 4.33
H -6.06 -2.22 3.13
H -5.32 -1.81 0.81
H -3.24 1.86 -0.43
H -3.39 0.70 -1.80